# 1
C19H15N5O2 | ωB97M-V with the def2-TZVPD basis set

```
! RIJCOSX wB97M-V def2-TZVPD def2/J DEFGRID3
* xyz 0 1
O -4.50836 1.58778 -3.63219
N -3.58365 2.25385 -3.18002
O -3.45555 3.48482 -3.33670
C -2.50751 1.58509 -2.56459
C -1.22476 2.24712 -2.50583
C -0.12625 1.63344 -1.94686
C -0.26259 0.37434 -1.23056
C -1.50727 -0.20474 -1.20771
C -2.60822 0.40143 -1.76639
N -1.45855 -1.49406 -0.61302
C -0.18942 -1.71594 -0.24865
C 0.33068 -2.92859 0.57790
C -0.66894 -3.59674 1.24220
C -0.36142 -4.69053 2.10703
C 0.91450 -5.27959 1.79482
C 1.84291 -4.71066 0.87916
N 1.51713 -3.57064 0.30324
N 0.56838 -0.57691 -0.61795
C 1.95839 -0.19158 -0.35140
C 2.14228 0.47838 1.02849
C 1.35291 1.75039 1.15629
C 1.84089 3.03718 0.94662
C 1.11974 4.24571 1.09134
N -0.18763 4.15899 1.42423
C -0.68405 2.88889 1.75523
C 0.13223 1.73960 1.66445
H -1.07566 3.07412 -3.10969
H 0.79287 2.23653 -2.04182
H -3.60567 0.00143 -1.49785
H -1.61782 -3.18677 1.31937
H -0.95642 -5.23329 2.70144
H 1.20226 -6.16679 2.22965
H 2.82968 -5.06695 0.60998
H 2.61218 -1.06960 -0.42312
H 2.30281 0.53404 -1.13081
H 3.18093 0.52692 1.27230
H 1.72395 -0.29450 1.78674
H 2.89868 2.93135 0.52070
H 1.45554 5.20602 0.85708
H -1.74269 2.77653 2.25597
H -0.38646 0.82396 1.88096
*
```

Relative energy (zero: lowest compared OMol25 entry of this formula, charge and spin) (kJ/mol): 374.5
SMILES string: O=[N+]([O-])c1ccc2c(c1)nc(-c1ccccn1)n2CCc1ccncc1


# 2
C21H45CsNO | ωB97M-V with the def2-TZVPD basis set

```
! RIJCOSX wB97M-V def2-TZVPD def2/J DEFGRID3
* xyz 1 1
C 1.60205 2.44208 2.48149
C 0.47733 1.48274 2.10162
C -0.88421 1.81297 2.70352
C -2.11762 1.16863 2.06170
C -3.09396 2.17680 1.44286
C -2.41767 3.10345 0.52355
C -1.73733 2.45041 -0.65718
C -2.57521 2.57377 -1.86332
C -1.94890 2.07631 -3.16704
C -0.49757 2.46976 -3.30830
C 0.53188 1.47273 -2.77711
C 1.77117 2.16776 -2.25066
C 2.99551 1.30888 -1.99749
C 2.80280 0.02620 -1.19662
C 2.33802 -1.16320 -2.03188
C 2.80680 -2.55458 -1.57950
C 3.02800 -2.80918 -0.09281
C 1.74039 -2.72161 0.72730
C 1.10971 -4.09430 0.97338
O 0.46690 -4.24096 2.21262
C -0.91898 -4.05649 2.20768
C -1.71525 -5.35846 2.25774
N -3.12788 -5.01328 2.25556
H 2.25248 2.69124 1.63707
H 2.25585 2.04124 3.25971
H 1.21978 3.39078 2.86712
H 0.39100 1.43830 1.01030
H 0.73643 0.47259 2.41561
H -0.97776 2.90734 2.68220
H -0.89307 1.54845 3.76761
H -2.65722 0.56229 2.79188
H -1.80418 0.47642 1.26908
H -3.90134 1.67616 0.89198
H -3.57470 2.71827 2.22734
H -1.72512 3.71470 1.02353
H -3.14833 3.73394 0.12260
H -1.57272 1.39212 -0.42050
H -0.77504 2.87965 -0.78853
H -2.88562 3.59158 -2.00255
H -3.49467 2.00672 -1.65635
H -2.54366 2.46987 -3.99711
H -2.03398 0.98237 -3.21986
H -0.31727 3.41718 -2.77877
H -0.27768 2.67973 -4.35970
H 0.08077 0.85974 -1.97874
H 0.79254 0.76498 -3.57950
H 1.48533 2.65620 -1.31068
H 2.05397 2.97691 -2.93443
H 3.46708 1.06955 -2.95297
H 3.70691 1.94504 -1.45971
H 3.76897 -0.23410 -0.74987
H 2.12008 0.21605 -0.34928
H 2.75658 -1.01067 -3.03689
H 1.24399 -1.16816 -2.16439
H 3.72755 -2.78850 -2.11888
H 2.07424 -3.30315 -1.90305
H 3.42134 -3.82728 0.01460
H 3.80876 -2.15204 0.31298
H 1.90323 -2.27487 1.71425
H 1.01675 -2.08071 0.21152
H 0.37547 -4.33559 0.19680
H 1.88160 -4.86105 0.93182
H -1.18441 -3.48582 1.30697
H -1.18413 -3.44544 3.07105
H -1.47921 -5.87964 3.18586
H -1.39036 -6.00561 1.43853
H -3.35712 -4.58901 1.37143
H -3.71761 -5.81912 2.31613
Cs -2.28147 5.26094 0.69670
*
```


# 3
C4H14O3 | ωB97M-V with the def2-TZVPD basis set

```
! RIJCOSX wB97M-V def2-TZVPD def2/J DEFGRID3
* xyz 0 1
C 2.37441 1.17662 -2.08163
C 2.39610 1.77208 -0.67347
C 1.97492 1.06725 0.37111
C 1.94041 1.60620 1.78422
H 1.47908 0.56337 -2.10545
H 3.28115 0.57532 -2.19502
H 2.48982 1.92884 -2.85527
H 2.85271 2.74324 -0.54447
H 1.40935 0.14386 0.30921
H 1.30059 0.96365 2.38209
H 2.91638 1.79357 2.22792
H 1.45404 2.58598 1.73885
O -5.38491 -0.94922 0.91467
H -6.05562 -0.68914 1.56502
H -5.88391 -1.67053 0.51851
O 0.22113 -1.88005 -1.46034
H 0.61173 -2.45568 -2.12662
H 1.00220 -1.53355 -1.04713
O -1.84688 -1.57277 1.05820
H -2.09202 -2.00993 0.25187
H -0.89070 -1.64446 1.07969
*
```

Relative energy (zero: lowest compared OMol25 entry of this formula, charge and spin) (kJ/mol): 149.7
SMILES string: C/C=C/C.O.O.O


# 4
C15H13NO6S | ωB97M-V with the def2-TZVPD basis set

```
! RIJCOSX wB97M-V def2-TZVPD def2/J DEFGRID3
* xyz 0 1
O 1.96094 -1.60323 -2.57991
C 2.39212 -1.34007 -1.48007
O 3.18125 -2.18746 -0.80639
C 2.07069 -0.10798 -0.74136
C 1.54733 0.97897 -1.44149
C 1.08055 2.08322 -0.76456
C 1.09690 2.10127 0.63134
N 0.42774 3.07562 1.35637
S -0.73680 2.50658 2.47447
O -1.78371 3.48013 2.42355
O -0.09892 2.24627 3.72525
C -1.19468 0.95226 1.71368
C -0.87725 -0.23248 2.34974
C -0.97959 -1.42057 1.65225
C -1.34410 -1.41962 0.30944
C -1.65093 -0.20727 -0.33109
C -1.59936 0.97535 0.39419
O -1.94709 -0.14639 -1.65892
C -1.55290 -1.30526 -2.37341
C -1.99841 -2.55423 -1.61861
O -1.37939 -2.60981 -0.34748
C 1.71317 1.05893 1.32704
C 2.19813 -0.03515 0.64608
H 3.33484 -2.98610 -1.33499
H 1.48612 0.92636 -2.51804
H 0.65366 2.91492 -1.30568
H 0.03535 3.82410 0.80265
H -0.54718 -0.20446 3.37465
H -0.75099 -2.36616 2.11615
H -1.85041 1.90317 -0.09273
H -2.03449 -1.24092 -3.34933
H -0.46257 -1.31727 -2.49796
H -1.70143 -3.46240 -2.14406
H -3.08935 -2.53738 -1.49444
H 1.75765 1.11591 2.40258
H 2.64310 -0.85883 1.18107
*
```

SMILES string: O=C(O)c1ccc(NS(=O)(=O)c2ccc3c(c2)OCCO3)cc1


Calculated values (Eh) of Kohn-Sham gap for the records, taken in order: 0.3123 0.2802 0.3629 0.3332.
Calculated values (eV) of LUMO energy for the records, taken in order: -0.55 -3.36 0.69 0.25.
Calculated values (Eh) of DFT total energy for the records, taken in order: -1157.11940 -976.80727 -386.46976 -1483.79127.